# C40H52N11O3S6Zr

A molecular structure, C40H52N11O3S6Zr (ωB97M-V/def2-TZVPD, the OMol25 dataset).

Geometry as XYZ:
```
113
Properties=species:S:1:pos:R:3:forces:R:3
Zr 1.9057 0.6311 -0.6436 -0.756 0.011 -0.985
S -1.9860 2.8881 0.2604 0.092 -0.006 -0.005
C -0.6022 2.0087 0.3253 -0.121 0.033 0.115
S -0.5491 0.2718 0.1738 0.059 -0.057 0.183
S 0.9907 2.7159 0.5188 0.156 -0.116 -0.198
C -0.9987 6.1166 5.3894 0.019 0.007 -0.009
O -0.1026 5.8169 4.3298 0.031 -0.048 -0.001
C 1.0464 5.1797 4.6352 -0.040 0.043 -0.023
C 1.8795 4.8813 3.5508 -0.004 0.002 0.062
C 3.0722 4.2240 3.7419 0.040 0.082 -0.048
C 3.4685 3.8522 5.0350 0.057 -0.062 0.188
C 2.6545 4.1939 6.1072 -0.081 -0.026 -0.005
C 1.4392 4.8359 5.9250 0.014 -0.029 -0.042
N 4.6830 3.2134 5.4602 -0.099 0.275 -0.006
N 5.3951 2.4999 4.7453 -0.022 -0.189 -0.194
C 4.9999 2.1365 3.4180 0.091 -0.117 0.012
C 5.8036 2.4630 2.3617 -0.083 -0.047 -0.058
C 5.4153 2.1551 1.0387 -0.004 0.155 0.091
C 4.2527 1.4764 0.8161 -0.019 0.045 -0.006
O 3.7269 1.2528 -0.4098 0.754 0.261 0.752
C 3.5073 0.9603 1.9024 0.307 0.058 -0.104
N 2.4385 0.1567 1.5817 0.175 0.299 0.360
C 1.6782 -0.2594 2.5784 -0.007 -0.267 -0.099
C 1.9333 0.0604 3.9189 0.028 -0.018 -0.017
C 3.0112 0.8394 4.2399 0.021 -0.009 -0.040
C 3.8504 1.3206 3.2108 -0.088 -0.256 0.219
H -1.8614 6.5859 4.9266 0.005 -0.002 0.009
H -0.5455 6.8093 6.1018 -0.010 -0.003 0.009
H -1.3115 5.2067 5.9068 -0.005 0.011 0.002
H 1.5612 5.1766 2.5609 -0.013 0.010 -0.020
H 3.6946 4.0340 2.8802 -0.011 0.021 0.017
H 2.9915 3.9351 7.1023 0.028 0.036 0.013
H 0.8294 5.0781 6.7817 -0.011 -0.003 0.012
H 6.7115 3.0207 2.5450 0.021 0.019 0.000
H 6.0046 2.4938 0.1977 -0.007 0.013 -0.011
H 0.8346 -0.8837 2.3093 -0.004 0.057 0.017
H 1.2677 -0.3155 4.6818 0.002 -0.019 0.006
H 3.2252 1.0864 5.2711 -0.002 -0.012 0.010
C 3.0263 -4.6934 -1.1627 0.019 -0.011 -0.019
C 3.6052 -3.6241 -2.0083 0.049 -0.060 -0.109
N 4.4436 -3.7740 -2.9770 -0.079 0.015 0.109
N 4.6598 -2.5079 -3.4482 -0.005 0.043 0.012
C 3.9768 -1.5485 -2.8033 -0.028 0.020 -0.049
S 3.9406 0.0867 -3.0883 -0.002 -0.199 0.182
N 3.2939 -2.2813 -1.8604 0.031 0.058 0.059
N 2.4227 -1.7560 -0.9017 -0.396 -0.170 0.059
H 3.4008 -5.6504 -1.5147 0.003 -0.008 0.007
H 1.9367 -4.6901 -1.2176 -0.012 -0.003 0.001
H 3.3096 -4.5697 -0.1159 0.014 -0.001 0.011
H 5.2852 -2.3537 -4.2212 -0.021 -0.004 0.007
H 2.6980 -2.1002 0.0197 0.067 0.080 -0.059
H 1.4791 -2.1357 -1.0651 0.072 -0.061 0.098
C -0.0012 4.7615 -5.0787 -0.013 0.017 -0.013
C 1.4342 4.8537 -4.5664 -0.048 -0.036 0.001
C 2.0483 3.5293 -4.1067 0.080 0.021 0.011
C 1.6626 3.0885 -2.7000 -0.180 -0.018 -0.238
N 0.2453 2.7454 -2.5662 -0.020 0.032 -0.113
C -0.3190 1.5563 -2.8005 0.047 -0.082 0.009
S 0.6856 0.1561 -2.9829 -0.037 0.112 -0.167
N -1.6350 1.4798 -2.8531 -0.040 0.056 0.057
C -2.4092 0.2445 -3.0021 -0.031 0.020 0.075
C -2.5295 -0.2037 -4.4497 0.014 0.025 -0.042
C -3.2261 0.8066 -5.3581 -0.017 -0.010 0.020
C -4.6847 1.0554 -4.9916 -0.004 0.008 0.001
H -0.3138 5.7110 -5.5119 -0.003 0.009 -0.009
H -0.7241 4.5182 -4.2990 0.007 -0.008 0.012
H -0.0856 3.9995 -5.8555 -0.007 -0.018 -0.005
H 1.4990 5.5870 -3.7567 0.018 0.015 0.000
H 2.0554 5.2422 -5.3747 0.009 0.020 -0.001
H 3.1374 3.6237 -4.1107 0.007 -0.019 -0.008
H 1.7984 2.7298 -4.8103 0.020 -0.017 0.004
H 1.8830 3.8606 -1.9624 -0.048 -0.038 -0.016
H 2.2821 2.2103 -2.4635 -0.067 0.151 -0.035
H -0.3780 3.5171 -2.3692 0.030 -0.031 0.088
H -2.1486 2.3021 -2.5609 -0.009 -0.006 -0.068
H -3.3880 0.4500 -2.5733 -0.002 -0.050 0.050
H -1.9417 -0.5259 -2.3911 0.015 -0.008 -0.023
H -3.0852 -1.1451 -4.4473 -0.001 -0.021 -0.012
H -1.5309 -0.4210 -4.8372 -0.009 -0.024 0.016
H -3.1705 0.4390 -6.3843 0.009 0.015 -0.013
H -2.6736 1.7516 -5.3424 0.014 -0.001 -0.033
H -5.2469 0.1204 -4.9752 -0.009 -0.016 0.004
H -5.1617 1.7184 -5.7124 -0.005 0.012 -0.015
H -4.7914 1.5193 -4.0095 0.001 0.004 0.021
C -3.8140 -5.8776 3.2668 -0.012 0.001 -0.001
C -3.8595 -4.4096 3.6743 0.006 -0.005 -0.022
C -3.5649 -3.4661 2.5194 0.031 0.088 0.025
N -2.1795 -3.6486 2.0712 0.002 -0.239 -0.089
C -1.6004 -3.1815 0.9806 0.096 0.077 -0.188
S 0.0752 -3.2309 0.7740 -0.106 -0.032 0.119
N -2.4007 -2.6017 0.0060 0.074 0.148 0.063
C -3.5040 -3.0847 -0.6993 -0.039 -0.023 -0.027
O -4.1037 -2.3269 -1.4262 -0.010 0.009 0.011
C -3.8535 -4.5309 -0.5878 0.018 0.053 0.042
C -5.2015 -4.8756 -0.6404 0.004 -0.019 0.005
C -5.5750 -6.2070 -0.5733 0.013 0.006 0.000
C -4.6030 -7.1962 -0.4837 -0.008 0.003 -0.004
C -3.2586 -6.8547 -0.4632 0.005 0.013 0.003
C -2.8797 -5.5211 -0.5088 -0.030 -0.003 0.040
H -4.0576 -6.5212 4.1104 -0.005 -0.010 0.014
H -2.8291 -6.1741 2.9018 0.017 0.004 -0.011
H -4.5311 -6.0786 2.4693 -0.009 -0.006 -0.034
H -3.1611 -4.2131 4.4936 -0.005 0.006 0.011
H -4.8530 -4.1617 4.0509 0.016 0.014 0.020
H -3.6954 -2.4226 2.8148 -0.012 -0.005 0.006
H -4.2496 -3.6761 1.7028 -0.008 -0.015 -0.040
H -1.5517 -4.1215 2.7071 -0.014 0.044 0.001
H -2.0367 -1.7281 -0.3642 0.004 -0.063 -0.019
H -5.9421 -4.0926 -0.7352 -0.005 0.012 -0.005
H -6.6221 -6.4757 -0.6018 -0.011 -0.006 -0.002
H -4.8953 -8.2368 -0.4424 -0.003 -0.012 0.004
H -2.5035 -7.6274 -0.4158 0.012 -0.014 -0.003
H -1.8293 -5.2592 -0.5096 0.032 0.010 0.010
```
Positions in Å, forces in eV/Å.

Properties
Total energy in eV: -131148.3310
LUMO in eV: -3.01
M in g/mol: 1018.6
Net charge: +1
Highest occupied orbital energy in eV: -10.03
Energy relative to the best compared isomer or geometry (same formula, charge and spin) in kJ/mol: 152.6

=====

# C3H10NO

2 unconnected molecules or ions with the total composition C3H10NO (ωB97M-V/def2-TZVPD, the OMol25 dataset).

Geometry as XYZ:
```
15
Properties=species:S:1:pos:R:3:forces:R:3
C -2.3151 -0.7581 0.8319 -0.133 -0.213 -0.553
O -1.4807 -1.0075 -0.3076 -0.326 -0.561 0.320
H -2.0034 -1.3972 1.6552 -0.053 0.252 0.277
H -3.3479 -0.9884 0.5671 -0.078 0.010 0.135
H -2.2475 0.2990 1.0711 0.125 -0.016 0.180
H -1.1812 -1.9205 -0.2257 -0.035 0.125 -0.288
C 2.0249 -0.1950 -0.1263 -0.542 0.746 0.133
C 0.8366 1.8038 -0.8827 -0.071 0.120 0.318
N 0.8055 0.4701 -0.5624 0.313 0.129 -0.057
H 1.7190 -0.9769 0.5700 0.358 -0.531 -0.446
H 2.6444 -0.4810 -0.9775 0.083 -0.576 0.178
H 2.6067 0.4959 0.4887 0.090 0.059 -0.076
H 1.7251 2.1935 -1.3674 0.111 -0.118 0.127
H 0.2861 2.5085 -0.2582 -0.329 -0.016 -0.404
H -0.0725 -0.0463 -0.4762 0.489 0.591 0.155
```
Positions in Å, forces in eV/Å.

Properties
⟨S²⟩: 0.753
Total energy in eV: -6807.9089
LUMO (spin up / spin down) in eV: 0.68 / 0.66
M in g/mol: 76.1
Highest occupied orbital energy (spin up / spin down) in eV: -6.28 / -8.59
Energy relative to the best compared isomer or geometry (same formula, charge and spin) in kJ/mol: 80.8
Multiplicity: 2

=====

# C3H6OS2

2 unconnected molecules or ions with the total composition C3H6OS2 (ωB97M-V/def2-TZVPD, the OMol25 dataset).

Geometry as XYZ:
```
12
Properties=species:S:1:pos:R:3:forces:R:3
C -1.2826 -1.0069 -1.2187 0.963 3.534 0.240
C 1.2578 2.8480 1.0645 -0.333 -5.328 1.286
C -1.2059 -2.4056 -0.8932 -1.462 0.294 1.144
O -0.1506 -2.7229 -0.1206 3.226 0.451 2.090
S -0.6667 0.4422 -1.1101 -0.484 -1.989 -0.356
S 1.9810 1.9359 -0.3905 -1.322 -0.501 0.421
H 1.9734 3.5086 1.4318 0.702 1.670 0.359
H 1.0736 2.0463 1.9747 0.651 1.837 -2.082
H 0.2736 3.1115 0.8052 -0.897 1.381 -0.199
H -1.2101 -3.0119 -1.7328 0.066 -0.995 -2.121
H -2.0343 -2.7833 -0.2998 -1.350 0.689 -0.364
H -0.0091 -1.9620 0.4894 0.241 -1.044 -0.419
```
Positions in Å, forces in eV/Å.

Properties
Total energy in eV: -26921.0641
LUMO (spin up / spin down) in eV: -2.12 / -2.12
M in g/mol: 122.2
Highest occupied orbital energy (spin up / spin down) in eV: -7.52 / -7.52
Energy relative to the best compared isomer or geometry (same formula, charge and spin) in kJ/mol: 519.0

=====

Which value of total energy does entry 1 give? -131148.3310 eV

=====

Among the records above, which one has the highest M? C40H52N11O3S6Zr

=====

What is the energy relative to the best compared isomer or geometry (same formula, charge and spin) in the third record? 519.0 kJ/mol

=====

Copy entry 2 word for word.
# C3H10NO

2 unconnected molecules or ions with the total composition C3H10NO (ωB97M-V/def2-TZVPD, the OMol25 dataset).

Geometry as XYZ:
```
15
Properties=species:S:1:pos:R:3:forces:R:3
C -2.3151 -0.7581 0.8319 -0.133 -0.213 -0.553
O -1.4807 -1.0075 -0.3076 -0.326 -0.561 0.320
H -2.0034 -1.3972 1.6552 -0.053 0.252 0.277
H -3.3479 -0.9884 0.5671 -0.078 0.010 0.135
H -2.2475 0.2990 1.0711 0.125 -0.016 0.180
H -1.1812 -1.9205 -0.2257 -0.035 0.125 -0.288
C 2.0249 -0.1950 -0.1263 -0.542 0.746 0.133
C 0.8366 1.8038 -0.8827 -0.071 0.120 0.318
N 0.8055 0.4701 -0.5624 0.313 0.129 -0.057
H 1.7190 -0.9769 0.5700 0.358 -0.531 -0.446
H 2.6444 -0.4810 -0.9775 0.083 -0.576 0.178
H 2.6067 0.4959 0.4887 0.090 0.059 -0.076
H 1.7251 2.1935 -1.3674 0.111 -0.118 0.127
H 0.2861 2.5085 -0.2582 -0.329 -0.016 -0.404
H -0.0725 -0.0463 -0.4762 0.489 0.591 0.155
```
Positions in Å, forces in eV/Å.

Properties
⟨S²⟩: 0.753
Total energy in eV: -6807.9089
LUMO (spin up / spin down) in eV: 0.68 / 0.66
M in g/mol: 76.1
Highest occupied orbital energy (spin up / spin down) in eV: -6.28 / -8.59
Energy relative to the best compared isomer or geometry (same formula, charge and spin) in kJ/mol: 80.8
Multiplicity: 2